# 1
{
  "formula": "C6H5FN2O",
  "method": "ωB97M-V with the def2-TZVPD basis set",
  "elements": ["F", "C", "N", "C", "C", "C", "C", "C", "N", "H", "H", "H", "O", "H", "H"],
  "coordinates": [[2.71428, 1.84190, -0.02626], [1.82191, 0.85189, 0.09148], [0.57099, 1.21605, 0.13207], [-0.35936, 0.26103, 0.27050], [-0.03971, -1.08963, 0.14840], [1.31091, -1.45285, 0.13068], [2.28281, -0.46414, 0.08396], [-1.79762, 0.70821, 0.35558], [-2.64566, 0.35338, -0.61259], [-0.80731, -1.83922, -0.04054], [1.59679, -2.50483, 0.11943], [3.34500, -0.68541, -0.00972], [-2.06282, 1.93101, 0.59792], [-2.78081, -0.64458, -0.72130], [-3.14940, 1.51718, -0.51959]],
  "mulliken_charge": [-0.284, 0.342, -0.370, 0.575, -0.312, -0.479, -0.299, 0.375, -0.519, 0.216, 0.381, 0.391, -0.654, 0.205, 0.431],
  "relative_energy_kcal_mol": 27.1,
  "smiles": "NC(=O)c1cccc(F)n1",
  "lumo_ha": -0.00431,
  "homo_ev": -9.670,
  "total_charge": 0,
  "total_energy_ev": -14045.89741
}

=====

# 2
{
  "formula": "C30H45NO4P2Sm",
  "method": "ωB97M-V with the def2-TZVPD basis set",
  "elements": ["Sm", "C", "C", "C", "C", "C", "C", "H", "H", "H", "C", "H", "H", "H", "C", "H", "H", "H", "C", "H", "H", "H", "C", "H", "H", "H", "C", "C", "C", "C", "C", "C", "C", "C", "H", "H", "H", "H", "H", "H", "H", "H", "H", "H", "H", "H", "P", "C", "C", "P", "C", "C", "C", "H", "H", "H", "H", "H", "H", "H", "H", "H", "H", "H", "H", "H", "H", "O", "C", "O", "C", "C", "C", "C", "C", "C", "N", "O", "O", "H", "H", "H", "H"],
  "coordinates": [[0.41706, -0.04499, 0.36585], [1.21441, 0.39912, -2.13896], [0.12194, 1.30497, -2.01109], [1.72364, 1.91285, -0.45035], [2.21140, 0.76456, -1.17749], [0.43039, 2.23485, -0.97390], [1.26047, -0.79358, -3.03423], [0.24960, -1.10148, -3.32818], [1.72720, -1.65910, -2.54249], [1.83377, -0.59116, -3.95461], [3.38289, -0.06123, -0.78363], [3.39973, -1.01966, -1.32261], [3.37615, -0.30758, 0.29424], [4.31816, 0.48537, -0.97190], [2.33294, 2.51090, 0.76947], [3.10761, 3.24219, 0.49377], [2.81211, 1.76982, 1.42669], [1.57111, 3.01351, 1.38841], [-0.48005, 3.29474, -0.45599], [-0.22187, 4.28593, -0.86420], [-0.44134, 3.37156, 0.64010], [-1.52234, 3.08238, -0.72229], [-1.11884, 1.31081, -2.83897], [-1.04149, 1.99932, -3.69779], [-1.98743, 1.62034, -2.24473], [-1.34177, 0.31137, -3.22899], [-4.82688, -5.19682, 0.65778], [-4.97408, -4.86886, -0.63627], [-6.20490, -4.33969, -1.30644], [-7.22265, -3.60711, -0.39858], [-6.65189, -2.45089, 0.38389], [-6.03898, -2.47592, 1.55639], [-5.82958, -3.66540, 2.45367], [-5.83499, -5.04869, 1.76044], [-6.73848, -5.16475, -1.81171], [-7.72473, -4.34178, 0.24160], [-5.90055, -3.65599, -2.11515], [-6.85549, -5.28554, 1.43912], [-3.89471, -5.69118, 0.95995], [-4.16015, -5.12703, -1.32402], [-5.58688, -5.79392, 2.53478], [-4.87518, -3.54281, 2.98947], [-5.75212, -1.51490, 2.01996], [-6.60448, -3.68334, 3.24121], [-8.00648, -3.20668, -1.06236], [-6.83927, -1.46928, -0.08922], [-1.24092, -2.28051, -0.19649], [-0.40430, -3.84656, 0.23317], [-2.36671, -2.65587, -1.57519], [-2.24173, 0.10075, 1.28571], [-2.40701, -1.77953, 1.20579], [-3.77111, 0.70173, 0.51814], [-2.27980, 0.63843, 3.02672], [0.35846, -3.64469, 1.00607], [0.13373, -4.19548, -0.66431], [-1.08926, -4.63194, 0.58478], [-3.17514, -3.35785, -1.30253], [-1.75974, -3.07332, -2.39863], [-2.80695, -1.70972, -1.93511], [-3.14077, 0.23542, 3.57890], [-2.31178, 1.74076, 3.03989], [-1.33876, 0.33912, 3.51948], [-2.02663, -2.21083, 2.15166], [-3.44994, -2.07206, 0.99123], [-3.80636, 1.79676, 0.66213], [-4.66822, 0.21934, 0.94391], [-3.71475, 0.50541, -0.56720], [2.21959, -1.96117, 3.66256], [2.36609, -0.89529, 3.07296], [1.44304, -0.28695, 2.30756], [3.67667, -0.11825, 3.20091], [4.89153, -0.66644, 2.75070], [6.07622, 0.08055, 2.74712], [6.06655, 1.41548, 3.19418], [4.87728, 1.95421, 3.72572], [3.70312, 1.19477, 3.70840], [7.23823, 2.23161, 3.05882], [8.28270, 1.71861, 2.58190], [7.18784, 3.43007, 3.43798], [4.93784, -1.68995, 2.37236], [6.99130, -0.29939, 2.31009], [4.86462, 2.98739, 4.04619], [2.78077, 1.64165, 4.08351]],
  "lowdin_spin": [5.094, -0.012, -0.009, -0.013, -0.009, -0.015, 0.000, 0.000, 0.000, 0.000, 0.001, 0.000, 0.000, 0.000, 0.000, 0.000, 0.000, 0.000, -0.002, -0.001, 0.000, 0.000, 0.000, 0.000, 0.000, 0.000, 0.000, 0.000, 0.000, 0.000, 0.000, 0.000, 0.000, 0.000, 0.000, 0.000, 0.000, 0.000, 0.000, 0.000, 0.000, 0.000, 0.000, 0.000, 0.000, 0.000, -0.007, -0.001, -0.001, -0.008, 0.002, -0.002, 0.000, 0.000, 0.000, 0.000, 0.000, 0.000, 0.000, 0.000, 0.000, 0.000, 0.000, 0.000, 0.000, 0.000, 0.000, -0.001, 0.000, -0.012, 0.000, 0.000, 0.000, 0.000, 0.000, 0.000, 0.000, 0.000, 0.000, 0.000, 0.000, 0.000, 0.000],
  "s2": 8.77,
  "spin_multiplicity": 6,
  "lumo_ha": [-0.12575, -0.11077],
  "homo_ev": [-11.122, -11.129],
  "total_charge": 1,
  "total_energy_ev": -77994.37735
}

=====

# 3
{
  "formula": "C27H46BrNOP2PbS",
  "method": "ωB97M-V with the def2-TZVPD basis set",
  "elements": ["N", "C", "C", "C", "C", "C", "C", "Pb", "P", "C", "C", "C", "C", "C", "C", "C", "Br", "H", "H", "H", "H", "H", "H", "H", "H", "H", "H", "P", "C", "C", "H", "H", "H", "H", "H", "C", "C", "H", "H", "H", "H", "H", "C", "C", "H", "H", "H", "H", "H", "C", "C", "H", "H", "H", "H", "H", "C", "C", "H", "H", "H", "H", "H", "C", "C", "H", "H", "H", "H", "H", "C", "S", "C", "O", "H", "H", "H", "H", "H", "H"],
  "coordinates": [[3.89674, -7.06588, 1.72620], [2.71167, -7.33901, 1.19036], [1.99493, -6.36891, 0.45586], [2.52090, -5.05012, 0.37472], [3.86832, -4.86863, 0.79993], [4.48356, -5.88326, 1.54129], [1.65854, -3.90303, -0.01111], [0.83261, -2.98891, -1.88741], [-0.53957, 1.42962, -4.02787], [2.21020, -2.54868, -0.13279], [1.58098, -1.33986, 0.38924], [2.10863, -0.04353, 0.09757], [1.41363, 1.08951, 0.40404], [0.11877, 1.10346, 1.07799], [-0.24314, -0.24588, 1.59117], [0.33525, -1.38248, 1.07711], [-1.37800, 1.26957, -0.47406], [0.56021, -4.07203, 0.10876], [3.27245, -2.46032, -0.35949], [1.02311, -6.63138, 0.02070], [4.40472, -3.92369, 0.66756], [2.27942, -8.33430, 1.36751], [5.46296, -5.71673, 2.00096], [3.05447, 0.03226, -0.47193], [-0.28001, -2.29100, 1.05036], [1.79648, 2.05150, 0.06028], [-1.12565, -0.27847, 2.24203], [0.03718, 2.48968, 2.28218], [-0.55801, -0.40575, -3.77198], [-0.60698, -1.07274, -5.16346], [-1.39204, -0.72654, -3.13140], [0.35782, -0.70217, -3.22908], [-0.94351, -2.12004, -5.13052], [-1.30559, -0.51980, -5.80948], [0.38988, -1.05169, -5.62912], [0.88619, 1.98755, -3.00999], [1.26868, 3.44814, -3.23060], [1.71678, 1.32843, -3.28879], [0.65948, 1.78775, -1.95418], [2.24987, 3.65247, -2.79062], [1.34626, 3.68754, -4.29624], [0.55396, 4.13694, -2.77554], [-1.91048, 2.41685, -3.24330], [-3.00494, 3.02214, -4.12169], [-1.42036, 3.25032, -2.71889], [-2.38027, 1.81785, -2.44066], [-3.77809, 3.48333, -3.48606], [-2.57250, 3.80850, -4.75210], [-3.47925, 2.26141, -4.74944], [-1.66037, 3.07279, 2.61581], [-1.85938, 4.16910, 3.66679], [-2.30814, 2.22004, 2.86327], [-1.99704, 3.45518, 1.63864], [-1.69017, 3.80162, 4.69183], [-1.19558, 5.02530, 3.45918], [-2.90306, 4.52083, 3.60612], [1.02393, 3.93447, 1.82723], [2.56233, 3.87073, 1.91743], [0.62860, 4.72734, 2.48319], [0.68148, 4.16002, 0.80453], [2.92368, 3.88506, 2.95784], [2.97456, 2.98946, 1.40087], [2.95035, 4.78317, 1.43755], [0.95258, 1.77914, 3.68996], [0.03416, 1.09974, 4.69143], [1.50263, 2.61641, 4.16205], [1.67569, 1.05548, 3.25559], [0.55396, 0.28782, 5.20480], [-0.27879, 1.79907, 5.46545], [-0.86305, 0.67487, 4.23921], [-4.09066, -3.53256, -0.74644], [-3.26547, -1.93513, -0.80367], [-3.90993, -1.31746, 0.77633], [-1.76242, -2.24258, -0.70296], [-5.13511, -3.51077, -0.40922], [-3.48205, -4.10834, -0.04465], [-4.05451, -3.96334, -1.75056], [-4.98933, -1.55044, 0.79709], [-3.39187, -1.75444, 1.64508], [-3.76325, -0.23256, 0.72223]],
  "mulliken_charge": [-0.366, -0.376, -0.396, 0.673, -0.362, -0.432, -0.395, 1.157, 0.208, -1.005, 0.865, -1.195, -1.094, 1.106, -0.946, -0.766, 0.228, 0.502, 0.864, 0.404, 0.291, 0.390, 0.396, 0.483, 0.474, 0.890, 0.504, 0.635, 1.004, -1.356, 0.011, -0.659, 0.393, 0.400, 0.413, 0.658, -1.510, 0.471, -0.749, 0.440, 0.402, 0.345, 0.191, -1.468, 0.342, -0.015, 0.402, 0.391, 0.368, -0.439, -1.169, 0.472, 0.453, 0.312, 0.324, 0.411, -0.877, -1.056, 0.396, 0.449, 0.375, 0.276, 0.420, -0.533, -1.305, 0.612, 0.395, 0.388, 0.381, 0.307, -1.117, 0.490, -0.894, -0.409, 0.416, 0.330, 0.380, 0.523, 0.292, 0.184],
  "relative_energy_kcal_mol": 50.0,
  "lumo_ha": [-0.56160, -0.56656],
  "homo_ev": [-18.229, -17.914],
  "total_charge": 4,
  "total_energy_ev": -136939.19179
}

=====

# 4
{
  "formula": "C26H19BrN7O5SZr",
  "method": "ωB97M-V with the def2-TZVPD basis set",
  "elements": ["Zr", "Br", "C", "C", "C", "C", "C", "C", "N", "N", "C", "C", "C", "C", "O", "C", "N", "C", "C", "C", "C", "H", "H", "H", "H", "H", "H", "H", "H", "H", "C", "O", "C", "O", "N", "N", "H", "H", "H", "H", "H", "H", "O", "C", "N", "C", "O", "C", "C", "C", "C", "C", "C", "H", "H", "H", "H", "S", "C", "N"],
  "coordinates": [[0.83567, -1.81719, 0.26759], [-5.25540, 0.54427, -3.95964], [-4.84874, 1.57501, -2.42748], [-5.06742, 1.03632, -1.16848], [-4.73172, 1.77161, -0.04331], [-4.19220, 3.04433, -0.18906], [-4.05185, 3.60512, -1.45094], [-4.35594, 2.86112, -2.57984], [-3.85159, 3.88030, 0.93084], [-3.08021, 3.48732, 1.81188], [-2.46898, 2.18698, 1.71940], [-2.66395, 1.28766, 2.72910], [-2.09273, -0.00115, 2.68970], [-1.29537, -0.35954, 1.63960], [-0.69155, -1.56050, 1.52007], [-1.03649, 0.58246, 0.61254], [-0.18333, 0.17604, -0.37595], [0.13634, 1.02877, -1.33029], [-0.35463, 2.33894, -1.36312], [-1.21019, 2.75961, -0.37894], [-1.59332, 1.87193, 0.64733], [-5.50274, 0.05176, -1.06760], [-4.90522, 1.35888, 0.94033], [-3.69936, 4.62486, -1.54101], [-4.22931, 3.28241, -3.56716], [-3.29129, 1.56990, 3.56500], [-2.26532, -0.70516, 3.49210], [0.81604, 0.67139, -2.09513], [-0.04318, 3.00222, -2.15662], [-1.57829, 3.77731, -0.37459], [2.47328, -2.85911, -4.06802], [1.08659, -3.17233, -3.76292], [0.60800, -2.71135, -2.65087], [1.24792, -1.97126, -1.87043], [-0.65879, -3.06381, -2.39172], [-1.13266, -2.74080, -1.11218], [2.66575, -3.35733, -5.01013], [3.11229, -3.24944, -3.28072], [2.59266, -1.78372, -4.16422], [-1.09372, -3.80244, -2.92702], [-1.38083, -3.59548, -0.61536], [-1.95411, -2.14809, -1.18990], [1.52879, 1.42952, 2.69504], [2.33265, 0.63041, 2.30877], [2.06185, -0.43807, 1.42598], [3.20635, -1.10808, 1.16821], [3.12602, -2.07702, 0.37553], [4.33722, -0.52833, 1.90797], [5.67242, -0.86815, 1.98740], [6.47269, -0.08167, 2.81112], [5.94146, 0.99522, 3.51549], [4.59062, 1.32897, 3.42719], [3.80343, 0.54672, 2.61309], [6.07636, -1.70820, 1.43939], [7.52523, -0.30977, 2.90919], [6.59395, 1.58325, 4.14681], [4.17473, 2.16320, 3.97545], [0.19500, -6.20018, -0.79780], [0.63322, -4.91605, 0.02656], [0.91394, -3.91959, 0.61177]],
  "mulliken_charge": [1.021, -0.156, 0.027, -0.634, -0.137, 0.097, -0.198, -0.481, -0.408, -0.455, -0.193, -0.706, -0.610, 1.125, -1.027, 0.748, 0.222, -0.324, -1.375, -0.561, 0.301, 0.498, 0.539, 0.448, 0.463, 0.484, 0.529, 0.565, 0.469, 0.799, -0.672, -0.421, 0.856, -0.626, -0.136, -0.409, 0.269, 0.319, 0.290, 0.292, 0.346, 0.316, -0.573, 0.179, -0.003, 0.868, -0.727, 0.227, -0.437, -0.564, -0.477, -0.391, 0.092, 0.515, 0.419, 0.411, 0.510, -0.346, 0.531, -0.727],
  "relative_energy_kcal_mol": 0.9,
  "lumo_ha": -0.12635,
  "homo_ev": -10.750,
  "total_charge": 1,
  "total_energy_ev": -130095.97633
}